Entry 1:
{"formula": "C8H17NO", "method": "wB97M-V/def2-TZVPD", "symbols": ["C", "C", "C", "C", "C", "O", "C", "C", "C", "N", "H", "H", "H", "H", "H", "H", "H", "H", "H", "H", "H", "H", "H", "H", "H", "H", "H"], "positions_angstrom": [[-0.45311, -0.77970, -1.81549], [0.73001, -0.54589, -0.89327], [1.86267, 0.16735, -1.60403], [1.14422, -2.03662, -0.27904], [0.57754, -0.02988, 0.53838], [1.58143, 0.03115, 1.29004], [-0.69510, 0.79573, 0.97417], [-1.98955, -0.01934, 0.93150], [-0.49832, 1.28612, 2.42322], [-0.83194, 2.01419, 0.16410], [-1.24800, -1.36788, -1.35446], [-0.87949, 0.16287, -2.16700], [-0.13684, -1.35707, -2.69420], [2.44032, -0.52828, -2.22722], [2.60890, 0.61286, -0.93375], [1.49758, 0.99509, -2.22166], [1.48900, -2.61650, -1.14226], [1.98761, -2.14154, 0.40879], [0.26890, -2.56166, 0.11635], [-1.85239, -1.00573, 1.38741], [-2.38560, -0.14454, -0.07896], [-2.79281, 0.49133, 1.47502], [-1.33061, 1.92558, 2.73975], [-0.41108, 0.44163, 3.11558], [0.40081, 1.90501, 2.52317], [0.06770, 2.48881, 0.10173], [-1.15182, 1.81687, -0.77785]], "forces_ev_per_angstrom": [[-0.265, 0.023, 0.086], [0.969, -2.644, 2.621], [0.967, 0.088, -0.072], [0.478, -0.333, -2.364], [1.360, 3.299, 1.416], [-2.602, -0.439, -1.953], [-0.119, -0.116, 1.074], [-0.393, 0.064, -0.212], [0.217, 0.035, 0.137], [0.326, -0.423, -0.302], [0.098, 0.102, 0.062], [-0.009, -0.066, -0.080], [0.148, 0.236, 0.149], [-0.326, 0.124, -0.141], [-0.355, -0.269, 0.162], [-0.139, -0.247, -0.066], [-0.313, -0.175, -0.199], [-0.395, 0.843, 0.083], [0.030, 0.310, 0.051], [0.013, 0.121, -0.095], [0.219, -0.107, 0.029], [0.298, 0.032, 0.077], [-0.057, -0.303, -0.277], [0.050, 0.160, -0.111], [-0.046, -0.305, -0.102], [-0.236, 0.003, 0.004], [0.080, -0.013, 0.024]], "mulliken_charge": [-1.750, 2.043, -1.615, -1.664, -0.389, -0.645, 1.857, -1.652, -1.654, -0.665, 0.343, 0.364, 0.419, 0.343, 0.387, 0.342, 0.457, 0.365, 0.368, 0.348, 0.341, 0.403, 0.424, 0.330, 0.330, 0.299, 0.271], "homo_ev": -8.9, "e_above_lowest_kcal_mol": 40.2, "e_tot_ha": -444.98378}

=====

Entry 2:
{"formula": "C4H4GdO6", "method": "wB97M-V/def2-TZVPD", "symbols": ["O", "C", "O", "O", "O", "C", "C", "Gd", "H", "H", "H", "C", "O", "H", "O"], "positions_angstrom": [[-1.89023, -0.82178, 0.55742], [-0.75142, -0.29344, 0.42943], [0.24682, -0.78430, 1.03139], [-0.64706, 0.76817, -0.34867], [0.11492, 2.84146, -0.58176], [0.22363, 3.05305, -1.95553], [0.49093, 1.57279, -0.25401], [-1.21060, -2.53496, 2.26527], [0.70590, 4.01154, -2.15965], [-0.63408, 2.65807, -2.51283], [1.09286, 1.44143, 0.64778], [1.46611, 1.62829, -2.05946], [2.64312, 1.86188, -1.94985], [1.65277, 0.09693, -3.16355], [0.96130, 0.70657, -2.86508]], "forces_ev_per_angstrom": [[0.197, -0.238, 0.382], [-0.366, -2.760, 1.701], [-0.101, -0.037, 0.312], [1.275, 1.427, -0.758], [0.844, 0.241, -0.129], [0.464, -0.608, 1.457], [-2.575, 0.128, 0.305], [0.267, 1.798, -1.596], [-0.273, -0.227, -0.297], [0.469, 0.039, -0.329], [0.220, -0.011, -0.339], [0.944, -0.399, -1.772], [-0.716, 0.599, 0.684], [0.281, -0.119, -0.178], [-0.929, 0.166, 0.559]], "mulliken_charge": [-0.702, 1.320, -0.700, -0.235, -0.249, -0.241, 0.031, 1.158, 0.339, 0.321, 0.506, 0.674, -0.238, 0.385, -0.369], "spin_multiplicity": 9, "homo_ev": [-17.3, -16.3], "s2": 21.048, "total_charge": 2, "e_tot_ha": -1371.13627}

=====

Entry 3:
{"formula": "C2H7N3", "method": "wB97M-V/def2-TZVPD", "symbols": ["H", "N", "C", "N", "C", "N", "H", "H", "H", "H", "H", "H"], "positions_angstrom": [[2.85264, -0.34458, 0.06532], [1.90577, 0.11951, 0.24911], [0.88699, -0.56860, -0.20989], [-0.40335, -0.05265, -0.33392], [-1.47251, -0.82738, 0.23610], [-0.52862, 1.39291, -0.13272], [0.88901, -1.63230, -0.54509], [-1.20264, -1.86738, 0.04281], [-2.42096, -0.64600, -0.22534], [-1.47762, -0.55697, 1.29542], [-0.22165, 1.63142, 0.94979], [-1.72226, 1.57332, -0.21751]], "forces_ev_per_angstrom": [[-2.023, 0.409, 0.491], [-0.647, -1.533, -1.638], [1.340, 0.806, 0.647], [0.763, 1.712, -0.245], [1.150, -0.394, 0.295], [-2.980, 0.118, 2.406], [0.282, 0.662, 0.237], [-0.292, -0.138, 0.463], [-0.524, 0.365, -0.317], [-0.504, -0.583, 0.243], [-1.199, -0.809, -3.177], [4.635, -0.614, 0.594]], "mulliken_charge": [0.239, -0.602, 0.074, 0.062, -0.880, -0.657, 0.308, 0.338, 0.269, 0.300, 0.269, 0.281], "homo_ev": -8.7, "e_above_lowest_kcal_mol": 62.8, "e_tot_ha": -244.57530}

=====

Entry 4:
{"formula": "C24H29N5PdTe", "method": "wB97M-V/def2-TZVPD", "symbols": ["Pd", "C", "C", "C", "C", "C", "C", "N", "C", "C", "C", "C", "C", "N", "C", "C", "C", "C", "C", "C", "N", "H", "H", "H", "H", "H", "H", "H", "H", "H", "H", "H", "H", "H", "H", "H", "C", "Te", "C", "H", "H", "H", "H", "H", "H", "C", "C", "C", "C", "N", "N", "C", "H", "H", "H", "H", "H", "H", "H", "H"], "positions_angstrom": [[0.14752, 0.37457, -0.53027], [3.09857, -1.52388, -0.11753], [3.27431, -0.13141, -0.62709], [4.57035, 0.30056, -0.91377], [4.81099, 1.59202, -1.31345], [3.73740, 2.46379, -1.40071], [2.47223, 1.99719, -1.12191], [2.22539, 0.70194, -0.76623], [1.29877, 2.88703, -1.18789], [1.32147, 4.23185, -1.51474], [0.12066, 4.92480, -1.56539], [-1.07300, 4.26892, -1.31158], [-1.03608, 2.92280, -0.98523], [0.13633, 2.28756, -0.91220], [-2.20711, 2.06154, -0.74103], [-3.48345, 2.57862, -0.76205], [-4.56096, 1.72311, -0.59066], [-4.30604, 0.39228, -0.37226], [-2.99368, -0.08430, -0.31281], [-2.79825, -1.53118, 0.00006], [-1.95038, 0.73834, -0.52161], [4.07373, -1.98101, 0.02765], [2.52687, -2.14800, -0.80069], [2.58623, -1.50651, 0.84281], [5.38232, -0.40387, -0.80463], [5.81409, 1.92717, -1.53913], [3.88893, 3.49327, -1.68510], [2.24649, 4.74158, -1.73402], [0.11494, 5.97578, -1.81956], [-2.00624, 4.80551, -1.38030], [-3.64388, 3.63347, -0.92056], [-5.57426, 2.09992, -0.62057], [-5.11357, -0.30912, -0.21897], [-3.72307, -1.93562, 0.40454], [-2.01307, -1.68491, 0.73100], [-2.55596, -2.09552, -0.90215], [-2.09175, 0.51365, 3.19372], [-0.02935, 0.80841, 2.75588], [0.70067, -0.38788, 4.36811], [-2.34885, -0.54085, 3.13793], [-2.66982, 1.07712, 2.46310], [-2.29769, 0.90382, 4.18605], [0.57838, 0.15326, 5.30114], [1.75684, -0.58198, 4.19821], [0.14761, -1.32319, 4.40095], [0.22214, -4.67414, 1.64410], [0.16071, -3.68247, 0.53513], [0.03572, -3.84483, -0.83189], [0.03549, -2.55772, -1.38454], [0.14574, -1.66243, -0.40481], [0.21844, -2.35574, 0.74904], [-0.06754, -2.13722, -2.81053], [0.22829, -5.68206, 1.23785], [-0.64170, -4.58061, 2.30315], [1.12451, -4.54264, 2.24177], [-0.03628, -4.77765, -1.36462], [0.30605, -1.83267, 1.61231], [0.01124, -2.99795, -3.47011], [0.72654, -1.43448, -3.06751], [-1.02404, -1.64807, -3.00642]], "forces_ev_per_angstrom": [[-0.021, -0.156, -0.181], [-0.018, -0.022, 0.048], [-0.013, 0.085, -0.044], [0.006, -0.053, 0.016], [0.031, 0.044, -0.018], [-0.057, 0.001, 0.004], [0.027, -0.059, 0.004], [0.044, -0.008, 0.062], [0.077, 0.012, -0.011], [-0.091, 0.090, -0.003], [0.054, -0.073, 0.011], [0.026, 0.027, 0.013], [-0.053, 0.034, -0.005], [0.040, 0.051, -0.039], [-0.084, 0.014, -0.018], [0.036, -0.017, -0.019], [-0.031, 0.057, -0.005], [0.042, -0.039, 0.076], [-0.031, 0.031, 0.023], [-0.072, -0.060, -0.058], [0.019, -0.005, 0.036], [-0.008, -0.007, -0.003], [0.002, 0.008, -0.034], [0.001, -0.002, 0.006], [0.002, 0.007, -0.004], [0.000, -0.002, 0.003], [0.018, 0.001, 0.000], [0.013, -0.017, 0.003], [0.002, 0.003, 0.000], [-0.017, -0.019, 0.009], [-0.005, 0.006, -0.005], [-0.001, -0.007, -0.001], [-0.008, 0.007, -0.006], [-0.006, -0.020, -0.034], [0.022, 0.045, 0.023], [0.044, 0.001, 0.044], [-0.018, 0.021, -0.010], [0.106, -0.069, 0.043], [-0.038, 0.060, 0.030], [-0.007, 0.001, 0.014], [-0.006, -0.007, 0.003], [-0.014, -0.011, 0.003], [-0.014, -0.006, 0.003], [-0.002, 0.001, -0.011], [0.018, -0.014, 0.012], [0.000, -0.006, -0.005], [-0.033, 0.003, 0.032], [0.052, -0.006, -0.034], [0.006, 0.029, 0.004], [-0.007, 0.011, 0.037], [0.014, 0.058, -0.038], [-0.010, -0.013, -0.009], [0.001, 0.000, 0.001], [0.000, 0.003, -0.001], [0.000, 0.001, -0.001], [0.005, -0.002, 0.002], [-0.038, -0.017, 0.030], [-0.004, -0.005, 0.010], [-0.004, 0.006, -0.005], [0.000, 0.005, -0.004]], "mulliken_charge": [0.600, -0.957, 0.608, -0.729, -0.850, -0.674, 0.803, 0.425, 0.339, -0.855, -0.885, -0.961, 0.331, -0.069, 0.818, -0.658, -0.880, -0.796, 0.556, -1.001, 0.502, 0.531, 0.136, 0.085, 0.458, 0.467, 0.397, 0.470, 0.465, 0.482, 0.409, 0.473, 0.522, 0.545, -0.035, 0.257, -0.982, 0.264, -1.058, 0.320, 0.214, 0.438, 0.344, 0.342, 0.340, -1.353, 0.476, -0.767, -0.136, 1.394, -0.034, -1.202, 0.407, 0.306, 0.316, 0.583, -0.381, 0.436, 0.199, 0.204], "homo_ev": -13.3, "total_charge": 2, "e_above_lowest_kcal_mol": 0.0, "e_tot_ha": -1601.18530}

=====

Entry 5:
{"formula": "C2H6N6O", "method": "wB97M-V/def2-TZVPD", "symbols": ["H", "N", "C", "N", "N", "N", "N", "N", "H", "H", "H", "C", "O", "H", "H"], "positions_angstrom": [[-0.38835, -1.33867, -2.74587], [-1.09977, -1.00710, -1.99709], [-0.37956, -0.42651, -1.10325], [-0.87333, 0.05573, 0.05389], [0.05845, 0.41911, 0.94380], [1.10347, 0.24037, 0.40804], [0.97715, -0.35523, -0.79940], [2.02774, -0.41779, -1.64259], [-1.81817, -0.13093, 0.26373], [2.86115, -0.31762, -1.11876], [1.99871, -1.34108, -2.10858], [-1.10130, 0.99340, 2.56390], [-2.11977, 0.75236, 1.93895], [-0.65978, 2.00166, 2.70271], [-0.52848, 0.13076, 3.24318]], "forces_ev_per_angstrom": [[-1.818, 0.593, 1.233], [2.592, -0.202, -1.832], [0.293, -1.246, 0.114], [-1.330, -0.145, -0.594], [-3.165, 0.227, -0.225], [6.809, -0.719, -1.448], [-2.191, 0.916, 1.464], [0.253, -0.897, -2.525], [-0.998, 0.327, 0.837], [0.925, 0.027, 0.596], [0.347, 0.617, 0.507], [0.003, -2.033, 1.611], [-0.011, 0.805, 1.829], [-0.268, -0.226, -0.190], [-1.441, 1.956, -1.376]], "mulliken_charge": [0.193, -0.690, 0.329, -0.019, 0.087, -0.660, 0.851, -0.846, 0.254, 0.296, 0.240, 0.078, -0.541, 0.244, 0.185], "homo_ev": -8.6, "e_above_lowest_kcal_mol": 44.3, "e_tot_ha": -483.41885}

=====

Entry 6:
{"formula": "CF3IOS", "method": "wB97M-V/def2-TZVPD", "symbols": ["C", "O", "F", "F", "F", "S", "I"], "positions_angstrom": [[-0.72413, -0.14668, -0.07368], [1.46048, -1.44193, -0.71407], [-0.32686, 0.32240, -1.23369], [-0.91849, 0.93160, 0.73769], [-1.92874, -0.82375, -0.17975], [0.73673, -1.14330, 0.49800], [1.70100, 2.30166, 0.96549]], "forces_ev_per_angstrom": [[-0.924, 0.319, 0.132], [0.989, -0.507, -1.653], [-0.795, 0.062, -0.781], [-0.384, -1.054, -0.130], [1.891, 0.986, 0.099], [-1.023, 0.133, 2.277], [0.246, 0.062, 0.056]], "mulliken_charge": [0.527, -0.337, -0.159, -0.210, -0.214, 0.342, 0.051], "homo_ev": [-10.3, -9.7], "e_above_lowest_kcal_mol": 32.9, "e_tot_ha": -1108.74951}

=====

Which formula does entry 2 have? C4H4GdO6

=====

What is the formula in the third record? C2H7N3